<1>
ORCA calculation (wB97M-V/def2-TZVPD) on a structure of composition C53H47N8OP2S2Sr.

**E_LUMO**: -2.545 eV
**Total charge**: +1
**Frontier orbital gap**: 7.45 eV

CARTESIAN COORDINATES (ANGSTROEM)
Sr1 -1.232 0.125 0.106
O1 -2.056 -2.784 -2.138
N1 -1.556 -2.462 -0.896
C1 -0.374 -2.836 -0.616
C2 0.590 -3.611 -1.438
C3 0.402 -4.973 -1.656
C4 1.408 -5.715 -2.257
C5 2.608 -5.106 -2.596
C6 2.787 -3.746 -2.388
C7 1.766 -2.968 -1.851
P1 1.810 -1.132 -1.653
C8 3.507 -0.886 -1.023
C9 3.893 -1.587 0.124
C10 5.167 -1.431 0.647
C11 6.069 -0.567 0.037
C12 5.682 0.158 -1.081
C13 4.405 0.004 -1.607
C14 1.908 -0.535 -3.382
C15 0.980 0.441 -3.733
C16 0.946 0.968 -5.018
C17 1.848 0.523 -5.969
C18 2.781 -0.454 -5.631
C19 2.811 -0.980 -4.351
H1 -1.372 -3.270 -2.635
H2 -0.030 -2.545 0.377
H3 -0.509 -5.455 -1.322
H4 1.269 -6.774 -2.426
H5 3.409 -5.694 -3.023
H6 3.740 -3.293 -2.630
H7 3.195 -2.267 0.600
H8 5.461 -1.994 1.524
H9 7.071 -0.460 0.434
H10 6.379 0.838 -1.554
H11 4.115 0.565 -2.486
H12 0.253 0.753 -2.994
H13 0.192 1.700 -5.285
H14 1.822 0.922 -6.974
H15 3.486 -0.807 -6.373
H16 3.551 -1.733 -4.115
N2 -3.311 0.206 3.274
P2 -3.034 -1.168 2.289
C20 -4.705 -1.682 1.797
C21 -5.708 -1.983 2.719
C22 -6.982 -2.300 2.284
C23 -7.265 -2.325 0.922
C24 -6.275 -2.036 -0.003
C25 -4.996 -1.714 0.435
C26 -2.582 -2.389 3.558
C27 -1.743 -2.023 4.611
C28 -1.334 -2.971 5.536
C29 -1.743 -4.292 5.410
C30 -2.562 -4.665 4.355
C31 -2.980 -3.719 3.431
C32 -2.966 1.509 2.983
C33 -3.338 2.523 3.881
C34 -2.994 3.822 3.601
C35 -2.281 4.104 2.436
C36 -1.957 3.051 1.615
N3 -2.286 1.771 1.864
H17 -3.834 0.089 4.130
H18 -5.487 -1.983 3.781
H19 -7.758 -2.532 3.002
H20 -8.263 -2.574 0.584
H21 -6.494 -2.060 -1.062
H22 -4.218 -1.500 -0.288
H23 -1.394 -1.002 4.699
H24 -0.688 -2.678 6.352
H25 -1.422 -5.030 6.134
H26 -2.884 -5.693 4.253
H27 -3.631 -4.014 2.616
H28 -3.892 2.268 4.775
H29 -3.277 4.615 4.281
H30 -1.988 5.109 2.173
H31 -1.387 3.224 0.711
C37 4.528 2.441 1.623
C38 3.569 1.919 2.633
C39 3.454 2.345 3.928
C40 2.461 1.754 4.728
N4 1.617 0.841 4.267
C41 1.720 0.445 2.994
S1 0.632 -0.664 2.305
N5 2.726 0.948 2.227
C42 2.283 2.171 6.152
H32 5.068 3.298 2.018
H33 3.990 2.730 0.715
H34 5.242 1.661 1.351
H35 4.105 3.114 4.315
H36 2.747 0.656 1.254
H37 3.183 2.630 6.554
H38 1.998 1.312 6.756
H39 1.470 2.898 6.212
S2 1.109 2.127 -0.165
C43 1.627 3.010 -1.505
N6 0.720 3.403 -2.447
C44 1.051 4.099 -3.545
C45 2.354 4.450 -3.744
C46 3.258 4.014 -2.765
N7 2.925 3.323 -1.693
H40 -0.255 3.098 -2.335
H41 0.240 4.343 -4.218
H42 2.667 5.015 -4.607
H43 4.315 4.237 -2.869
N8 -3.315 3.891 -6.771
C47 -3.089 3.345 -5.785
C48 -2.805 2.676 -4.546
C49 -2.710 1.285 -4.495
C50 -2.371 0.660 -3.304
C51 -2.091 1.348 -2.105
C52 -2.271 2.744 -2.204
C53 -2.607 3.411 -3.380
H44 -2.890 0.708 -5.394
H45 -2.298 -0.426 -3.328
H46 -2.157 3.367 -1.320
H47 -2.730 4.489 -3.397

Atom charges from the Mulliken analysis, given in e for atoms 1 to 8: 1.18, -0.43, 0.07, 0.04, -1.10, -0.17, -0.68, -0.83

<2>
ORCA calculation (wB97M-V/def2-TZVPD) on a structure of composition C53H47N8OP2S2Sr.

**E_LUMO**: -2.664 eV
**Total charge**: +1
**Frontier orbital gap**: 7.08 eV

CARTESIAN COORDINATES (ANGSTROEM)
Sr1 0.230 1.181 0.198
O1 -3.760 -0.254 -0.670
N1 -2.807 -1.058 -1.288
C1 -3.265 -2.227 -1.460
C2 -2.516 -3.320 -2.112
C3 -3.323 -4.381 -2.548
C4 -2.796 -5.491 -3.179
C5 -1.424 -5.567 -3.380
C6 -0.620 -4.531 -2.943
C7 -1.132 -3.397 -2.301
P1 0.118 -2.124 -1.782
C8 1.287 -3.150 -0.812
C9 0.873 -4.303 -0.140
C10 1.737 -4.978 0.715
C11 3.029 -4.508 0.923
C12 3.445 -3.353 0.276
C13 2.578 -2.679 -0.573
C14 0.925 -1.957 -3.438
C15 2.142 -2.509 -3.831
C16 2.606 -2.361 -5.136
C17 1.848 -1.676 -6.075
C18 0.632 -1.118 -5.695
C19 0.188 -1.245 -4.387
H1 -3.212 0.345 -0.139
H2 -4.272 -2.455 -1.110
H3 -4.392 -4.315 -2.383
H4 -3.451 -6.288 -3.508
H5 -0.981 -6.425 -3.868
H6 0.448 -4.608 -3.099
H7 -0.126 -4.697 -0.296
H8 1.402 -5.886 1.203
H9 3.706 -5.040 1.581
H10 4.439 -2.957 0.445
H11 2.917 -1.755 -1.027
H12 2.729 -3.088 -3.131
H13 3.548 -2.815 -5.423
H14 2.189 -1.597 -7.101
H15 0.015 -0.596 -6.418
H16 -0.764 -0.800 -4.115
N2 -1.180 4.396 -0.316
P2 -0.985 3.636 1.199
C20 -1.308 4.970 2.373
C21 -2.420 4.849 3.205
C22 -2.737 5.866 4.098
C23 -1.950 7.005 4.157
C24 -0.842 7.136 3.325
C25 -0.518 6.121 2.441
C26 0.893 3.516 1.328
C27 1.708 3.353 0.194
C28 3.083 3.221 0.323
C29 3.669 3.279 1.584
C30 2.875 3.410 2.707
C31 1.492 3.501 2.585
C32 -1.707 3.751 -1.438
C33 -2.252 4.502 -2.481
C34 -2.762 3.831 -3.573
C35 -2.724 2.442 -3.604
C36 -2.155 1.789 -2.536
N3 -1.641 2.417 -1.465
H17 -1.151 5.403 -0.365
H18 -3.043 3.963 3.157
H19 -3.599 5.768 4.745
H20 -2.195 7.796 4.855
H21 -0.228 8.025 3.374
H22 0.362 6.212 1.813
H23 1.279 3.346 -0.805
H24 3.681 3.082 -0.567
H25 4.744 3.196 1.686
H26 3.323 3.428 3.692
H27 0.892 3.598 3.482
H28 -2.285 5.582 -2.423
H29 -3.198 4.390 -4.392
H30 -3.122 1.877 -4.435
H31 -2.093 0.703 -2.512
C37 0.243 -3.969 4.163
C38 0.399 -2.488 4.098
C39 -0.230 -1.603 4.925
C40 0.016 -0.240 4.737
N4 0.841 0.223 3.800
C41 1.439 -0.646 2.981
S1 2.451 -0.158 1.690
N5 1.232 -1.981 3.162
C42 -0.648 0.787 5.598
H32 -0.650 -4.223 4.730
H33 1.113 -4.415 4.651
H34 0.161 -4.387 3.159
H35 -0.922 -1.957 5.676
H36 1.677 -2.607 2.499
H37 -1.379 0.347 6.273
H38 -1.140 1.513 4.950
H39 0.108 1.318 6.179
S2 1.034 1.623 -2.856
C43 2.618 1.319 -3.325
N6 2.856 1.067 -4.650
C44 4.063 0.752 -5.157
C45 5.132 0.694 -4.323
C46 4.864 0.961 -2.969
N7 3.681 1.257 -2.479
H40 2.039 1.057 -5.246
H41 4.095 0.556 -6.220
H42 6.120 0.450 -4.678
H43 5.677 0.923 -2.249
N8 -4.667 -3.406 4.851
C47 -4.045 -2.753 4.134
C48 -3.252 -1.923 3.263
C49 -3.221 -0.540 3.421
C50 -2.391 0.219 2.599
C51 -1.559 -0.309 1.589
C52 -1.639 -1.712 1.497
C53 -2.453 -2.513 2.285
H44 -3.844 -0.076 4.179
H45 -2.408 1.297 2.766
H46 -1.037 -2.244 0.761
H47 -2.475 -3.590 2.152

Atom charges from the Mulliken analysis, given in e for atoms 1 to 8: 1.77, -0.55, 0.58, -0.91, 0.67, -0.87, -0.76, -0.86

Going by the computed energies, the most stable comes first: <1>, <2>.

<1>
ORCA calculation (wB97M-V/def2-TZVPD) on the molecule C17H22N2O5.

**E_LUMO**: 0.726 eV
**Structure (SMILES)**: CCOc1cc(C(=O)Nc2cc(C)on2)cc(OCC)c1OCC
**Frontier orbital gap**: 8.97 eV

CARTESIAN COORDINATES (ANGSTROEM)
C1 2.760 3.829 -0.488
C2 2.916 3.206 0.895
O1 3.237 1.828 0.846
C3 2.289 0.921 0.468
C4 0.940 1.223 0.340
C5 0.008 0.245 0.022
C6 -1.405 0.685 -0.092
O2 -1.718 1.830 -0.344
N1 -2.329 -0.306 0.128
C7 -3.695 -0.166 0.067
C8 -4.472 0.975 -0.268
C9 -5.756 0.525 -0.168
C10 -7.062 1.192 -0.381
O3 -5.750 -0.771 0.193
N2 -4.468 -1.195 0.337
C11 0.423 -1.064 -0.203
C12 1.767 -1.384 -0.108
O4 2.300 -2.610 -0.357
C13 1.453 -3.730 -0.511
C14 0.835 -4.189 0.807
C15 2.719 -0.397 0.232
O5 3.995 -0.853 0.351
C16 5.082 -0.056 -0.091
C17 4.970 0.318 -1.564
H1 3.669 3.681 -1.066
H2 1.929 3.378 -1.026
H3 2.575 4.894 -0.388
H4 3.770 3.654 1.412
H5 2.020 3.374 1.504
H6 0.567 2.221 0.505
H7 -2.019 -1.223 0.412
H8 -4.107 1.943 -0.529
H9 -7.621 0.681 -1.164
H10 -6.903 2.227 -0.666
H11 -7.655 1.154 0.532
H12 -0.288 -1.813 -0.512
H13 2.113 -4.509 -0.900
H14 0.676 -3.535 -1.261
H15 1.624 -4.419 1.519
H16 0.207 -3.412 1.236
H17 0.235 -5.079 0.642
H18 5.951 -0.699 0.071
H19 5.183 0.843 0.524
H20 4.838 -0.579 -2.166
H21 5.872 0.831 -1.883
H22 4.116 0.972 -1.727

Atom charges from the Mulliken analysis, given in e for atoms 1 to 8: -1.05, -0.50, -0.46, 0.73, -0.39, -0.92, 0.35, -0.69

<2>
ORCA calculation (wB97M-V/def2-TZVPD) on the molecule C17H22N2O5.

**E_LUMO**: 0.645 eV
**Structure (SMILES)**: Cc1ccccc1OCC(=O)NNC(=O)[C@H]1CCCC[C@H]1C(=O)O
**Frontier orbital gap**: 9.37 eV

CARTESIAN COORDINATES (ANGSTROEM)
C1 -3.976 -1.809 2.031
C2 -4.057 -1.323 0.618
C3 -4.536 -2.123 -0.404
C4 -4.593 -1.663 -1.711
C5 -4.161 -0.385 -2.003
C6 -3.676 0.437 -0.997
C7 -3.629 -0.024 0.309
O1 -3.168 0.713 1.377
C8 -2.780 2.043 1.151
C9 -1.497 2.174 0.334
O2 -1.199 3.158 -0.316
N1 -0.700 1.096 0.421
N2 0.502 1.046 -0.276
C10 1.271 -0.059 -0.200
O3 0.925 -1.005 0.486
C11 2.540 -0.068 -1.037
C12 3.122 1.303 -1.386
C13 3.604 2.039 -0.138
C14 4.651 1.201 0.591
C15 4.081 -0.164 0.960
C16 3.593 -0.901 -0.286
C17 3.048 -2.272 0.081
O4 3.202 -2.817 1.138
O5 2.473 -2.877 -0.970
H1 -2.934 -1.925 2.329
H2 -4.479 -2.766 2.139
H3 -4.430 -1.085 2.705
H4 -4.870 -3.124 -0.173
H5 -4.971 -2.303 -2.493
H6 -4.195 -0.015 -3.017
H7 -3.337 1.430 -1.251
H8 -2.597 2.467 2.144
H9 -3.570 2.631 0.668
H10 -0.911 0.249 0.938
H11 0.674 1.879 -0.822
H12 2.276 -0.598 -1.960
H13 2.400 1.907 -1.939
H14 3.976 1.145 -2.050
H15 2.765 2.229 0.534
H16 4.030 3.003 -0.423
H17 4.978 1.719 1.494
H18 5.524 1.070 -0.053
H19 3.243 -0.048 1.650
H20 4.834 -0.772 1.461
H21 4.437 -1.077 -0.963
H22 2.116 -3.734 -0.692

Atom charges from the Mulliken analysis, given in e for atoms 1 to 8: -1.29, 0.66, -0.55, -0.65, -0.80, -0.68, 1.12, -0.53

Going by the computed energies, the most stable comes first: <2>, <1>.

<1>
ORCA calculation (wB97M-V/def2-TZVPD) on a cluster of 2 separate species, C5H12NOS in total.

**E_LUMO**: -3.162 eV
**Total charge**: +1
**Frontier orbital gap**: 9.87 eV

CARTESIAN COORDINATES (ANGSTROEM)
C1 -1.723 -0.264 -0.025
C2 -2.349 0.870 0.556
C3 0.684 1.264 -0.934
C4 0.232 -0.775 0.683
C5 1.043 0.505 0.352
N1 0.617 -2.013 0.019
O1 -1.849 -1.012 -0.952
S1 2.842 -0.229 0.117
H1 -3.014 0.472 1.340
H2 -3.087 1.516 -0.055
H3 -1.498 1.371 0.992
H4 1.463 1.831 -1.312
H5 -0.019 2.121 -0.726
H6 0.377 0.544 -1.700
H7 0.218 -0.790 1.806
H8 0.993 1.227 1.142
H9 0.513 -2.794 0.766
H10 1.722 -1.740 -0.134
H11 0.103 -2.220 -0.793
H12 2.731 0.114 -1.142

Atom charges from the Mulliken analysis, given in e for atoms 1 to 8: 0.81, -0.96, -1.53, -0.79, 0.07, -0.06, -0.46, -0.30

<2>
ORCA calculation (wB97M-V/def2-TZVPD) on a cluster of 2 separate species, C5H12NOS in total.

**E_LUMO**: -6.130 eV
**Total charge**: +1
**Frontier orbital gap**: 7.09 eV

CARTESIAN COORDINATES (ANGSTROEM)
C1 0.294 0.695 1.487
C2 1.585 -2.692 -1.069
C3 -0.728 -1.862 -0.476
C4 -1.948 3.983 -0.698
C5 0.368 -2.565 -0.194
N1 -0.613 1.575 0.842
O1 -2.406 2.610 -0.450
S1 -1.844 1.239 0.161
H1 -0.188 0.606 2.464
H2 0.509 -0.327 1.140
H3 1.998 -3.618 -1.054
H4 1.356 -2.406 -2.234
H5 2.393 -1.973 -0.644
H6 1.259 1.277 1.607
H7 -1.653 -1.984 0.119
H8 -1.010 -1.582 -1.473
H9 -1.474 4.480 0.083
H10 -2.827 4.497 -1.083
H11 -1.242 3.785 -1.567
H12 0.644 -3.162 0.726

Atom charges from the Mulliken analysis, given in e for atoms 1 to 8: -0.39, -0.97, -1.10, -0.50, 0.15, -0.01, -0.28, 0.58

Going by the computed energies, the most stable comes first: <1>, <2>.

<1>
ORCA calculation (wB97M-V/def2-TZVPD) on a cluster of 2 separate species, C5H15N2 in total.

**E_LUMO (alpha / beta)**: -10.602 / -13.468 eV
**Expectation value of S²**: 0.765
**Multiplicity**: 2
**Total charge**: +2
**Frontier orbital gap (alpha / beta)**: 8.64 / 4.43 eV

CARTESIAN COORDINATES (ANGSTROEM)
C1 0.283 1.010 0.976
C2 -0.542 -0.160 0.543
C3 -0.268 -1.521 0.958
C4 0.573 -2.161 -0.171
C5 -0.068 -1.698 -1.492
N1 0.065 2.956 -1.804
N2 -0.198 1.310 2.306
H1 0.101 1.930 0.344
H2 1.353 0.863 0.948
H3 -0.663 3.418 -2.360
H4 -1.594 0.117 0.403
H5 0.300 -1.576 1.894
H6 -1.197 -2.087 1.049
H7 0.525 -3.235 -0.024
H8 1.619 -1.887 -0.060
H9 0.589 -1.717 -2.355
H10 -0.358 -0.611 -1.226
H11 1.001 3.252 -2.103
H12 -1.050 -2.122 -1.695
H13 -0.065 1.948 -1.788
H14 0.533 1.274 3.015
H15 -0.938 0.696 2.641

Atom charges from the Mulliken analysis, given in e for atoms 1 to 8: -0.08, -0.32, -0.38, -0.56, -0.50, -0.28, -0.43, 0.15

<2>
ORCA calculation (wB97M-V/def2-TZVPD) on the ion C5H15N2 with charge +2.

**E_LUMO (alpha / beta)**: -7.286 / -13.099 eV
**Expectation value of S²**: 0.755
**Multiplicity**: 2
**Total charge**: +2
**Frontier orbital gap (alpha / beta)**: 12.95 / 7.13 eV

CARTESIAN COORDINATES (ANGSTROEM)
C1 -1.180 -0.173 -0.743
N1 0.239 -0.109 -0.918
C2 1.041 -1.457 -1.211
C3 2.510 -1.280 -0.781
C4 -1.731 0.071 0.681
N2 -0.638 0.731 1.489
C5 -0.380 2.112 1.331
H1 -1.625 -1.102 -1.112
H2 -1.520 0.576 -1.490
H3 0.427 0.572 -1.602
H4 0.930 -1.915 -2.232
H5 0.508 -2.251 -0.605
H6 3.055 -2.209 -1.078
H7 3.050 -0.444 -1.206
H8 2.755 -1.053 0.256
H9 -2.737 0.657 0.772
H10 -1.908 -0.837 1.276
H11 -0.898 0.442 2.480
H12 0.214 0.190 1.103
H13 -0.180 2.390 0.254
H14 -1.330 2.578 1.704
H15 0.495 2.417 1.825

Atom charges from the Mulliken analysis, given in e for atoms 1 to 8: -0.39, -0.14, -0.29, -1.21, -0.68, -0.16, -0.76, 0.40

Going by the computed energies, the most stable comes first: <2>, <1>.

<1>
ORCA calculation (wB97M-V/def2-TZVPD) on the molecule C3H2N2S2.

**E_LUMO (alpha / beta)**: -0.838 / -0.837 eV
**Frontier orbital gap (alpha / beta)**: 6.85 / 6.86 eV

CARTESIAN COORDINATES (ANGSTROEM)
C1 0.651 1.050 0.021
C2 -1.272 -1.226 -0.156
C3 1.796 0.399 0.274
N1 -1.960 -0.262 0.127
N2 -1.947 0.999 -0.095
S1 -0.894 -2.660 -0.571
S2 -0.602 1.861 -0.475
H1 2.206 0.348 1.259
H2 2.022 -0.508 -0.385

Atom charges from the Mulliken analysis, given in e for atoms 1 to 8: 0.03, 0.44, -0.23, -0.02, -0.42, -0.34, 0.03, 0.27

<2>
ORCA calculation (wB97M-V/def2-TZVPD) on the molecule C3H2N2S2.

**E_LUMO**: -0.362 eV
**Structure (SMILES)**: N#CC(S)(S)C#N
**Frontier orbital gap**: 9.97 eV

CARTESIAN COORDINATES (ANGSTROEM)
N1 -0.699 -0.025 2.640
C1 -1.111 0.126 1.557
C2 -1.477 0.087 0.080
S1 -0.815 1.607 -0.802
S2 -0.619 -1.516 -0.489
C3 -2.909 -0.154 -0.081
N2 -4.028 -0.252 -0.347
H1 0.415 1.355 -0.321
H2 -1.018 -1.170 -1.689

Atom charges from the Mulliken analysis, given in e for atoms 1 to 8: -0.38, 0.07, 0.32, -0.10, -0.09, 0.16, -0.35, 0.19

Going by the computed energies, the most stable comes first: <2>, <1>.